Molecular formula: C35H79F3HgN12O14
Method: DFT, ωB97M-V/def2-TZVPD

HOMO-LUMO gap (spin up / spin down): 6.6 / 7.4 eV
multiplicity: 2
net charge: +1
E_LUMO (spin up / spin down): -3.2 / -3.2 eV
E_HOMO (spin up / spin down): -9.864 / -10.632 eV

CARTESIAN COORDINATES (ANGSTROEM)
1 Hg -3.788 -1.558 -2.094
2 C -0.944 0.077 -0.470
3 O -0.081 -0.153 -1.559
4 O -2.165 -0.497 -0.797
5 C -0.361 -0.255 0.948
6 F -1.281 -0.193 1.910
7 F 0.144 -1.506 1.024
8 F 0.612 0.625 1.308
9 C 0.904 0.825 -1.853
10 C 1.816 0.224 -2.912
11 H 2.711 0.811 -3.100
12 H 2.132 -0.763 -2.565
13 H 1.270 0.016 -3.833
14 H 1.513 1.122 -0.996
15 H 0.411 1.738 -2.200
16 H -1.170 1.150 -0.442
17 C 0.120 1.367 6.586
18 C 1.103 0.254 6.777
19 C 0.747 -0.881 5.791
20 C 1.075 -0.604 4.332
21 C 2.541 -0.349 4.204
22 C 3.004 0.885 5.100
23 N 2.492 0.742 6.518
24 O 3.061 1.626 7.408
25 C 4.527 0.849 5.078
26 C 2.557 2.187 4.387
27 C 0.910 -0.308 8.231
28 H 0.403 2.227 7.195
29 H -0.887 1.131 6.928
30 H 0.056 1.714 5.555
31 H 1.150 -1.855 6.072
32 H -0.343 -0.951 5.784
33 H 0.435 0.196 3.959
34 H 0.722 -1.539 3.891
35 H 2.774 -0.240 3.144
36 H 3.141 -1.191 4.554
37 H 4.774 -0.089 5.578
38 H 4.890 0.816 4.051
39 H 5.021 1.695 5.553
40 H 2.577 3.151 4.898
41 H 2.953 2.145 3.374
42 H 1.468 2.240 4.289
43 H 0.993 0.355 9.089
44 H 1.572 -1.166 8.359
45 H -0.073 -0.780 8.303
46 O 6.393 0.965 -1.411
47 C 5.452 0.353 -0.923
48 N 5.053 -0.804 -1.379
49 C 4.632 0.957 0.211
50 H 5.538 -1.163 -2.188
51 H 4.303 -1.376 -1.023
52 H 5.296 1.610 0.775
53 H 4.046 0.310 0.867
54 H 3.758 1.484 -0.183
55 O -1.984 -2.725 -3.052
56 C -0.972 -3.218 -3.509
57 N 0.214 -2.593 -3.249
58 C -0.930 -4.458 -4.350
59 H 0.170 -1.901 -2.508
60 H 1.044 -2.998 -3.647
61 H -0.423 -4.274 -5.298
62 H -1.956 -4.578 -4.700
63 H -0.565 -5.320 -3.796
64 O -1.907 4.720 -1.889
65 C -1.463 3.838 -2.619
66 N -2.071 2.652 -2.722
67 C -0.197 4.093 -3.472
68 H -2.969 2.573 -2.269
69 H -1.671 1.863 -3.204
70 H 0.525 3.552 -2.857
71 H 0.242 5.085 -3.543
72 H -0.273 3.677 -4.476
73 O -3.273 -0.332 -4.107
74 C -2.656 0.202 -5.019
75 N -1.350 -0.078 -5.152
76 C -3.251 1.187 -6.009
77 H -0.769 0.557 -5.690
78 H -0.863 -0.687 -4.511
79 H -4.297 0.917 -6.159
80 H -2.749 1.208 -6.974
81 H -3.341 2.146 -5.498
82 O 2.774 3.834 -3.873
83 C 3.518 3.856 -2.892
84 N 4.302 2.847 -2.505
85 C 3.623 5.161 -2.063
86 H 4.347 2.132 -3.216
87 H 5.142 3.125 -2.019
88 H 3.135 4.838 -1.141
89 H 3.134 6.021 -2.513
90 H 4.631 5.472 -1.787
91 O 0.746 1.217 -6.434
92 C 1.860 1.307 -6.979
93 N 2.790 2.099 -6.465
94 C 2.134 0.536 -8.268
95 H 2.716 2.601 -5.591
96 H 3.509 2.360 -7.122
97 H 1.928 -0.516 -8.087
98 H 3.125 0.745 -8.667
99 H 1.393 0.930 -8.963
100 O -3.164 -3.469 -0.895
101 C -2.573 -4.456 -0.478
102 N -1.498 -4.266 0.332
103 C -2.809 -5.854 -0.889
104 H -1.341 -3.383 0.794
105 H -0.941 -5.078 0.543
106 H -2.038 -6.248 -1.551
107 H -3.770 -5.896 -1.401
108 H -2.935 -6.578 -0.083
109 O -5.415 2.756 1.092
110 C -4.310 2.888 0.553
111 N -3.999 4.030 -0.064
112 C -3.280 1.798 0.540
113 H -4.764 4.686 -0.074
114 H -3.031 4.154 -0.328
115 H -2.334 2.276 0.806
116 H -3.190 1.322 -0.436
117 H -3.424 1.031 1.299
118 O -5.324 -1.769 -0.490
119 C -5.334 -1.774 0.752
120 N -4.391 -1.213 1.443
121 C -6.455 -2.493 1.449
122 H -4.458 -1.071 2.444
123 H -3.514 -0.956 0.998
124 H -7.271 -1.825 1.731
125 H -6.183 -2.771 2.470
126 H -6.804 -3.396 0.956
127 O 3.497 -2.768 0.618
128 C 3.085 -3.470 -0.316
129 N 3.879 -3.969 -1.254
130 C 1.576 -3.726 -0.340
131 H 4.827 -3.676 -1.054
132 H 3.612 -4.251 -2.181
133 H 1.314 -3.978 0.687
134 H 1.224 -4.516 -1.009
135 H 0.906 -2.940 -0.687
136 O -4.974 -0.662 4.243
137 C -4.440 -0.341 5.291
138 N -4.913 -0.599 6.496
139 C -3.180 0.465 5.223
140 H -5.866 -0.931 6.511
141 H -4.490 -0.175 7.304
142 H -2.498 0.006 4.506
143 H -2.567 0.275 6.107
144 H -3.469 1.507 5.105

Molecular formula: C4H20BO18
Method: DFT, ωB97M-V/def2-TZVPD

HOMO-LUMO gap (spin up / spin down): 6.4 / 2.1 eV
multiplicity: 2
net charge: 0
relative energy (zero: lowest compared OMol25 entry of this formula, charge and spin): 0.4664 eV
E_LUMO (spin up / spin down): -4.0 / -8.3 eV
E_HOMO (spin up / spin down): -10.369 / -10.369 eV

CARTESIAN COORDINATES (ANGSTROEM)
1 O 0.268 3.546 0.758
2 C 0.549 2.349 0.659
3 O -0.336 1.373 0.871
4 B 0.272 0.168 0.376
5 O 1.672 0.455 0.004
6 C 1.848 1.693 0.070
7 O 2.854 2.317 -0.289
8 O -0.507 -0.493 -0.751
9 C -0.687 -1.784 -0.514
10 O -1.028 -2.688 -1.242
11 C -0.253 -2.025 0.906
12 O 0.154 -0.881 1.382
13 O -0.458 -3.089 1.560
14 O -0.329 -0.562 -3.842
15 H -0.343 -0.762 -4.778
16 H -1.212 -0.772 -3.538
17 O -3.173 -3.720 -2.812
18 H -4.054 -3.536 -2.486
19 H -2.591 -3.279 -2.193
20 O 1.187 -3.274 -2.950
21 H 0.574 -2.568 -3.153
22 H 0.629 -4.028 -2.759
23 O -1.365 5.246 -1.242
24 H -2.275 4.968 -1.143
25 H -0.870 4.653 -0.677
26 O 0.724 1.133 3.862
27 H -0.015 0.834 3.331
28 H 1.066 0.336 4.267
29 O -2.851 -4.613 1.867
30 H -3.478 -3.918 1.667
31 H -1.998 -4.239 1.644
32 O 4.663 1.209 -2.181
33 H 4.005 1.573 -1.589
34 H 4.157 0.721 -2.831
35 O 3.865 4.763 -0.242
36 H 3.500 3.905 -0.024
37 H 3.163 5.381 -0.038
38 O -0.529 -3.445 4.254
39 H -0.794 -2.584 3.930
40 H 0.131 -3.744 3.629
41 O -2.235 3.387 2.301
42 H -1.293 3.335 2.134
43 H -2.606 2.658 1.804

Molecular formula: C3H17B3Be2Cl7
Method: DFT, ωB97M-V/def2-TZVPD

HOMO-LUMO gap: 2.6 eV
net charge: +1
relative energy (zero: lowest compared OMol25 entry of this formula, charge and spin): 18.8563 eV
E_LUMO: -10.0 eV
E_HOMO: -12.526 eV

CARTESIAN COORDINATES (ANGSTROEM)
1 Be 1.514 0.835 4.281
2 Be -1.212 4.164 -1.353
3 B 1.147 0.542 -0.170
4 H 0.904 0.451 -1.218
5 H 1.658 1.482 -0.030
6 H 0.238 0.464 0.406
7 H 1.732 -0.304 0.155
8 B -0.347 4.822 2.827
9 H 0.675 4.517 2.662
10 H -1.091 4.068 2.622
11 H -0.491 5.158 3.842
12 H -0.569 5.630 2.147
13 B -1.731 3.950 -5.469
14 H -2.734 3.912 -5.074
15 H -1.328 4.911 -5.189
16 H -1.130 3.173 -5.022
17 H -1.754 3.816 -6.540
18 C 1.947 -5.009 -2.584
19 Cl 2.112 -5.834 -4.134
20 Cl 2.838 -5.821 -1.330
21 Cl 0.246 -4.879 -2.094
22 H 2.211 -3.952 -2.634
23 C -7.406 -1.299 -0.434
24 Cl -8.484 -0.495 -1.583
25 Cl -6.052 -0.231 -0.003
26 H -8.025 -1.415 0.457
27 H -7.068 -2.247 -0.850
28 C 6.572 -4.138 5.243
29 Cl 5.503 -4.323 6.696
30 Cl 5.908 -2.946 4.134
31 H 7.592 -3.939 5.573
32 H 6.627 -5.062 4.667

Molecular formula: C33H22BiCl2N6O5
Method: DFT, ωB97M-V/def2-TZVPD

HOMO-LUMO gap: 7.3 eV
net charge: -1
relative energy (zero: lowest compared OMol25 entry of this formula, charge and spin): 0.0000 eV
E_LUMO: 2.4 eV
E_HOMO: -4.836 eV

CARTESIAN COORDINATES (ANGSTROEM)
1 Bi -0.874 0.293 -0.417
2 Cl 0.750 6.319 2.928
3 C 0.784 4.657 2.416
4 C -0.416 4.042 2.095
5 C -0.443 2.718 1.654
6 N -1.570 2.018 1.207
7 C -2.808 2.467 1.432
8 O -3.168 3.497 2.012
9 C -3.927 1.567 0.914
10 C -5.239 2.020 1.019
11 C -6.262 1.211 0.562
12 C -5.951 -0.024 0.009
13 C -4.619 -0.391 -0.060
14 N -3.631 0.381 0.389
15 C 0.778 2.011 1.595
16 C 1.971 2.638 1.920
17 C 1.977 3.964 2.321
18 Cl 3.499 4.718 2.686
19 N 0.700 0.677 1.165
20 C 1.539 -0.259 1.634
21 O 2.557 -0.101 2.301
22 C 1.105 -1.680 1.339
23 C 1.954 -2.735 1.635
24 C 1.512 -4.023 1.396
25 C 0.237 -4.219 0.886
26 C -0.539 -3.108 0.611
27 N -0.110 -1.868 0.833
28 H -1.337 4.593 2.177
29 H -5.410 2.992 1.457
30 H -7.292 1.538 0.630
31 H -6.720 -0.688 -0.363
32 H -4.321 -1.338 -0.498
33 H 2.899 2.096 1.849
34 H 2.931 -2.512 2.038
35 H 2.155 -4.870 1.600
36 H -0.144 -5.209 0.674
37 H -1.520 -3.202 0.163
38 C -0.986 4.620 -1.366
39 O 0.371 4.809 -1.761
40 C 1.335 3.881 -1.473
41 C 2.603 4.381 -1.259
42 C 3.705 3.536 -1.128
43 C 3.522 2.179 -1.249
44 C 2.240 1.638 -1.419
45 C 2.152 0.210 -1.693
46 N 1.097 -0.507 -1.597
47 N 1.210 -1.816 -2.037
48 C 0.028 -2.363 -2.210
49 O -1.103 -1.830 -2.024
50 C 0.065 -3.808 -2.633
51 C 1.264 -4.502 -2.786
52 C 1.256 -5.846 -3.126
53 C 0.052 -6.513 -3.320
54 C -1.144 -5.825 -3.174
55 C -1.136 -4.479 -2.832
56 C 1.108 2.481 -1.471
57 O -0.126 2.016 -1.561
58 H -1.416 5.620 -1.327
59 H -1.527 4.009 -2.087
60 H -1.058 4.162 -0.384
61 H 2.715 5.457 -1.207
62 H 4.689 3.950 -0.953
63 H 4.369 1.503 -1.206
64 H 3.053 -0.279 -2.066
65 H 2.190 -3.968 -2.624
66 H 2.193 -6.377 -3.242
67 H 0.047 -7.563 -3.585
68 H -2.086 -6.339 -3.327
69 H -2.056 -3.922 -2.711

Molecular formula: C4H8BrN2
Method: DFT, ωB97M-V/def2-TZVPD

HOMO-LUMO gap: 9.7 eV
net charge: +1
relative energy (zero: lowest compared OMol25 entry of this formula, charge and spin): 4.9208 eV
E_LUMO: -4.0 eV
E_HOMO: -13.769 eV

CARTESIAN COORDINATES (ANGSTROEM)
1 C 0.551 1.730 0.188
2 C -0.260 0.575 0.688
3 C -1.332 0.082 -0.247
4 C 0.200 -1.977 0.323
5 N 0.584 1.819 -1.074
6 N -0.065 -0.714 -0.089
7 Br 1.550 3.035 -2.037
8 H 1.221 2.327 0.775
9 H -0.269 0.344 1.840
10 H -2.432 -0.054 0.098
11 H -1.344 0.400 -1.250
12 H 1.285 -2.191 0.350
13 H -0.035 -2.389 1.327
14 H -0.328 -2.655 -0.298
15 H 0.673 -0.331 -0.595

Molecular formula: C35H47NO3
Method: DFT, ωB97M-V/def2-TZVPD

HOMO-LUMO gap: 1.8 eV
net charge: 0
relative energy (zero: lowest compared OMol25 entry of this formula, charge and spin): 0.3242 eV
E_LUMO: -3.1 eV
E_HOMO: -4.937 eV

CARTESIAN COORDINATES (ANGSTROEM)
1 C 3.083 -1.450 1.688
2 C 1.945 -0.463 1.579
3 O 1.038 -0.852 2.642
4 C -0.054 -0.067 2.745
5 C -0.902 -0.620 3.792
6 C -2.203 -0.061 4.026
7 O -3.008 -0.634 4.782
8 C -2.651 1.225 3.344
9 C -3.313 0.952 2.005
10 C -4.645 0.180 2.110
11 C -4.669 -1.265 1.584
12 C -4.571 -2.425 2.603
13 C -3.582 -3.552 2.226
14 C -2.103 -3.341 2.598
15 C -1.738 -3.616 4.060
16 C -0.354 -3.099 4.437
17 C -0.316 -1.599 4.773
18 O -0.197 0.920 2.026
19 H 3.843 -1.291 0.909
20 H 3.570 -1.353 2.673
21 H 2.706 -2.482 1.602
22 H 2.281 0.574 1.734
23 H 1.435 -0.535 0.603
24 H -3.360 1.743 4.000
25 H -1.771 1.839 3.161
26 H -3.532 1.939 1.561
27 H -2.588 0.455 1.341
28 H -5.019 0.227 3.143
29 H -5.356 0.744 1.484
30 H -5.656 -1.383 1.106
31 H -3.915 -1.388 0.792
32 H -4.360 -2.048 3.617
33 H -5.566 -2.903 2.641
34 H -3.938 -4.473 2.712
35 H -3.617 -3.710 1.137
36 H -1.503 -4.020 1.964
37 H -1.782 -2.324 2.321
38 H -2.490 -3.168 4.725
39 H -1.764 -4.710 4.215
40 H -0.048 -3.617 5.362
41 H 0.392 -3.328 3.656
42 H 0.733 -1.331 4.943
43 H -0.867 -1.486 5.716
44 C -0.032 0.752 -5.857
45 C -0.963 0.813 -4.647
46 C -2.282 1.472 -5.076
47 C -1.284 -0.566 -4.078
48 C -0.257 1.645 -3.593
49 N -0.738 2.861 -3.273
50 C -0.001 3.448 -2.251
51 C 1.078 2.597 -1.960
52 C 1.991 2.995 -0.985
53 C 1.838 4.254 -0.383
54 C 0.735 5.073 -0.667
55 C -0.214 4.681 -1.622
56 C 0.903 1.388 -2.784
57 C 1.669 0.213 -2.699
58 C 3.094 0.139 -2.492
59 C 3.977 1.226 -2.751
60 C 5.310 1.160 -2.346
61 C 5.814 0.057 -1.653
62 C 7.182 0.086 -1.031
63 C 5.011 -1.085 -1.592
64 C 3.695 -1.069 -2.038
65 H 0.955 0.358 -5.586
66 H -0.475 0.125 -6.642
67 H 0.105 1.769 -6.252
68 H -2.982 1.569 -4.238
69 H -2.117 2.449 -5.546
70 H -2.756 0.829 -5.825
71 H -1.909 -0.468 -3.179
72 H -1.853 -1.150 -4.814
73 H -0.387 -1.136 -3.823
74 H -1.535 3.331 -3.701
75 H 2.797 2.309 -0.697
76 H 2.595 4.601 0.313
77 H 0.627 6.033 -0.152
78 H -1.056 5.314 -1.903
79 H 1.152 -0.741 -2.874
80 H 3.595 2.134 -3.227
81 H 5.969 2.010 -2.523
82 H 7.436 -0.881 -0.584
83 H 7.957 0.318 -1.772
84 H 7.267 0.842 -0.238
85 H 5.428 -1.991 -1.152
86 H 3.070 -1.966 -1.943

Molecular formula: C8H25HgO7
Method: DFT, ωB97M-V/def2-TZVPD

HOMO-LUMO gap: 6.4 eV
net charge: -1
relative energy (zero: lowest compared OMol25 entry of this formula, charge and spin): 0.0000 eV
E_LUMO: 2.6 eV
E_HOMO: -3.750 eV

CARTESIAN COORDINATES (ANGSTROEM)
1 Hg -15.679 7.371 -13.769
2 C -18.918 4.325 -14.826
3 C -18.393 5.449 -13.907
4 O -17.052 5.410 -13.563
5 H -18.415 3.369 -14.659
6 H -18.796 4.520 -15.896
7 H -19.984 4.111 -14.692
8 H -19.027 5.439 -12.997
9 H -18.598 6.453 -14.316
10 C -12.422 5.013 -16.344
11 C -13.097 5.549 -15.085
12 O -14.090 6.490 -15.207
13 H -11.862 5.768 -16.897
14 H -13.177 4.524 -16.967
15 H -11.727 4.217 -16.061
16 H -12.334 6.016 -14.422
17 H -13.372 4.691 -14.438
18 C -13.663 11.485 -13.127
19 C -14.781 10.521 -13.536
20 O -14.535 9.240 -13.033
21 H -12.729 10.996 -13.404
22 H -13.632 11.619 -12.044
23 H -13.768 12.451 -13.625
24 H -14.841 10.432 -14.633
25 H -15.784 10.898 -13.272
26 C -13.009 7.224 -10.405
27 C -13.548 6.187 -11.390
28 O -14.938 6.343 -11.615
29 O -13.399 8.559 -10.621
30 H -11.914 7.231 -10.411
31 H -13.383 6.912 -9.419
32 H -13.239 5.162 -11.182
33 H -13.045 6.478 -12.318
34 H -15.352 6.106 -10.777
35 H -13.796 8.725 -11.508
36 O -17.535 8.216 -12.275
37 H -17.723 9.083 -11.898
38 H -17.890 7.579 -11.643
39 O -16.591 8.026 -15.784
40 H -16.964 7.374 -16.391
41 H -17.002 8.864 -16.025

Molecular formula: C22H20AuBBr2N7OS
Method: DFT, ωB97M-V/def2-TZVPD

HOMO-LUMO gap: 7.0 eV
net charge: +1
relative energy (zero: lowest compared OMol25 entry of this formula, charge and spin): 0.0000 eV
E_LUMO: -4.1 eV
E_HOMO: -11.051 eV

CARTESIAN COORDINATES (ANGSTROEM)
1 Au 0.871 -1.768 0.237
2 Br -3.849 -2.260 -1.448
3 C -3.223 -1.988 0.301
4 C -4.147 -1.839 1.354
5 C -3.729 -1.635 2.638
6 Br -5.007 -1.430 4.008
7 C -2.345 -1.571 2.937
8 C -1.787 -1.343 4.214
9 C -0.430 -1.279 4.373
10 C 0.404 -1.447 3.260
11 N -0.094 -1.676 2.067
12 C -1.447 -1.733 1.868
13 C -1.869 -1.941 0.532
14 O -0.962 -2.080 -0.439
15 H -5.203 -1.886 1.129
16 H -2.447 -1.213 5.061
17 H 0.014 -1.097 5.341
18 H 1.482 -1.388 3.343
19 B 2.898 0.989 0.198
20 N 1.570 1.600 0.702
21 C 1.312 2.855 1.090
22 C -0.055 3.000 1.241
23 C -0.569 1.743 0.921
24 N 0.416 0.902 0.593
25 N 3.309 -0.281 1.050
26 C 4.395 -0.407 1.814
27 C 4.500 -1.715 2.273
28 C 3.409 -2.362 1.721
29 N 2.709 -1.485 0.988
30 H 3.780 1.785 0.348
31 H 2.769 0.615 -0.943
32 H 2.116 3.560 1.227
33 H -0.594 3.881 1.542
34 H -1.596 1.407 0.916
35 H 5.038 0.443 1.964
36 H 5.270 -2.137 2.892
37 H 3.094 -3.390 1.797
38 N 0.758 -1.055 -4.101
39 C 0.808 -0.868 -2.785
40 S 1.703 -2.062 -1.888
41 N 0.238 0.177 -2.238
42 C -0.531 1.135 -2.985
43 C 0.115 2.200 -3.596
44 C -0.638 3.130 -4.298
45 C -2.017 2.989 -4.379
46 C -2.650 1.921 -3.757
47 C -1.907 0.984 -3.055
48 H 1.112 -1.902 -4.510
49 H 0.328 -0.363 -4.697
50 H 0.339 0.343 -1.228
51 H 1.190 2.300 -3.506
52 H -0.148 3.968 -4.776
53 H -2.601 3.717 -4.925
54 H -3.725 1.817 -3.820
55 H -2.379 0.141 -2.564

Maximum force per entry: 4.4 6.1 5.6 0.3 6.0 3.1 2.4 0.3 eV Å⁻¹
DFT total energy per entry: -96447.259 -42004.091 -93840.329 -84645.193 -77289.569 -44687.780 -27205.870 -190901.613 eV